(1)
# C26H21N7O2SSeZr

A structure of composition C26H21N7O2SSeZr (ωB97M-V/def2-TZVPD, OMol25).

Results
E_HOMO   -13.65 eV
Energy relative to the best compared isomer or geometry (same formula, charge and spin)   0.0000 eV
E   -4383.48582 hartree

```
! RIJCOSX wB97M-V def2-TZVPD def2/J DEFGRID3
* xyz 2 1
Zr 1.3559 0.0253 -0.4281
O 3.1288 0.3599 -1.2183
C 3.9733 1.3780 -0.9543
C 5.3393 1.1375 -0.8694
C 6.2099 2.1773 -0.5998
C 5.7425 3.4805 -0.4228
C 4.3947 3.7311 -0.5210
C 3.4800 2.6895 -0.7664
C 2.0860 3.0251 -0.8772
N 1.1341 2.1501 -0.8806
N -0.1601 2.5853 -1.0950
C -0.9112 1.5657 -1.3616
O -0.3835 0.3295 -1.3805
C -2.3429 1.7075 -1.6440
C -2.9617 2.9500 -1.5029
C -4.3163 3.0776 -1.7584
C -5.0569 1.9725 -2.1600
C -4.4414 0.7366 -2.3081
C -3.0881 0.6023 -2.0488
H 5.7005 0.1311 -1.0362
H 7.2715 1.9755 -0.5383
H 6.4355 4.2873 -0.2283
H 4.0188 4.7412 -0.4051
H 1.8098 4.0727 -0.9734
H -2.3758 3.8050 -1.1943
H -4.7972 4.0403 -1.6472
H -6.1145 2.0767 -2.3634
H -5.0205 -0.1181 -2.6343
H -2.5957 -0.3542 -2.1713
N 0.4813 -2.8382 -3.0686
C 0.1444 -2.8563 -1.7873
S 1.4037 -2.6217 -0.6153
N -1.1298 -3.0631 -1.4818
C -1.7407 -3.1352 -0.1878
C -2.9055 -2.4084 0.0221
C -3.5869 -2.5378 1.2255
C -3.0939 -3.3804 2.2151
C -1.9250 -4.0988 1.9943
C -1.2486 -3.9900 0.7864
H 1.4591 -2.8014 -3.3121
H -0.1739 -3.0768 -3.7990
H -1.7819 -3.0989 -2.2550
H -3.2896 -1.7567 -0.7552
H -4.5067 -1.9891 1.3814
H -3.6365 -3.4986 3.1448
H -1.5560 -4.7838 2.7470
H -0.3728 -4.5984 0.5960
Se 3.6061 1.2719 2.6733
N 2.7964 0.6485 4.0996
C 1.6508 0.0898 3.7431
C 0.6715 -0.5686 4.5443
C -0.4014 -1.0948 3.8953
C -0.5550 -0.9918 2.4783
N 0.2996 -0.3598 1.7102
C 1.3840 0.1512 2.3478
N 2.2902 0.7369 1.5885
H 0.7971 -0.6418 5.6170
H -1.1756 -1.6145 4.4421
H -1.4193 -1.4323 1.9993
*
```

=====

(2)
# C26H21NO6S

The molecule C26H21NO6S at a distorted geometry (ωB97M-V/def2-TZVPD, OMol25).

Results
E_HOMO   -8.69 eV
Energy relative to the best compared isomer or geometry (same formula, charge and spin)   1.2992 eV
E   -1907.70827 hartree

```
! RIJCOSX wB97M-V def2-TZVPD def2/J DEFGRID3
* xyz 0 1
C 0.9343 -0.6204 3.5327
C 0.6979 0.5920 3.9994
C 1.1268 1.8358 3.2723
N 0.1233 2.1653 2.2683
C 0.0097 1.4099 1.1167
C -1.1527 0.7912 0.7855
C -2.2687 0.6421 1.6981
C -2.4094 1.5199 2.7719
C -3.3683 1.3420 3.7461
C -4.2476 0.2773 3.6408
C -4.1529 -0.5883 2.5580
C -3.1751 -0.4193 1.5982
H -3.0969 -1.1067 0.7700
H -4.8485 -1.4092 2.4684
H -5.0111 0.1282 4.3883
H -3.4170 2.0472 4.5607
S -1.3065 2.9038 2.7362
O -1.1257 3.4900 4.0261
O -1.6919 3.7438 1.6428
O -1.3014 0.1347 -0.4388
C -0.3973 -0.7858 -0.8138
O 0.5130 -1.1649 -0.1348
C -0.7235 -1.2725 -2.2235
O 0.4235 -1.4352 -3.0074
C 1.2679 -2.4954 -2.7860
C 2.4277 -2.4908 -3.5591
C 3.3390 -3.5212 -3.4549
C 3.1069 -4.5711 -2.5806
C 1.9576 -4.5743 -1.8129
C 1.0354 -3.5449 -1.9088
H 0.1595 -3.5665 -1.2800
H 1.7699 -5.3847 -1.1241
H 3.8197 -5.3770 -2.4960
H 4.2350 -3.5047 -4.0572
H 2.5878 -1.6664 -4.2355
H -1.3079 -2.2017 -2.1541
H -1.3252 -0.5105 -2.7248
C 1.2251 1.3884 0.2255
O 2.3310 1.1220 0.6342
C 0.9573 1.7709 -1.1789
C 1.7824 1.2516 -2.1759
C 1.5548 1.5763 -3.4990
C 0.5190 2.4345 -3.8317
C -0.2852 2.9759 -2.8398
C -0.0761 2.6467 -1.5134
H -0.6917 3.0829 -0.7392
H -1.0800 3.6585 -3.1010
H 0.3410 2.6888 -4.8663
H 2.1846 1.1625 -4.2715
H 2.5797 0.5809 -1.8927
H 2.0812 1.6847 2.7635
H 1.1800 2.6944 3.9407
H 0.1111 0.7491 4.8943
H 0.5782 -1.5044 4.0345
H 1.5003 -0.7756 2.6284
*
```

=====

(3)
# C26H22BBrCaClN6O6S2

A structure of composition C26H22BBrCaClN6O6S2 (ωB97M-V/def2-TZVPD, OMol25).

Results
E_HOMO   -5.60 eV
Energy relative to the best compared isomer or geometry (same formula, charge and spin)   0.0000 eV
E   -6317.45964 hartree

```
! RIJCOSX wB97M-V def2-TZVPD def2/J DEFGRID3
* xyz -1 1
Ca -0.2593 -0.0460 -0.1067
C -4.0373 0.2216 -0.1345
N -3.6450 -0.3586 1.1395
C -4.0285 0.1151 2.3780
C -3.4079 -0.6571 3.2925
N -2.6531 -1.5977 2.6310
B -1.7559 -2.6375 3.3604
N -0.2497 -2.4980 2.9373
C 0.5589 -3.6090 2.8495
C 1.8232 -3.2044 2.6095
N 1.7847 -1.8276 2.5356
C 2.9167 -0.9555 2.2851
C 0.5153 -1.4054 2.7636
S 0.0424 0.2477 2.7267
C -2.7961 -1.4029 1.3101
S -2.0183 -2.2700 0.0443
H -5.0139 0.6869 -0.0148
H -4.0936 -0.5687 -0.8788
H -3.3184 0.9781 -0.4557
H -4.6837 0.9602 2.4817
H -3.4160 -0.6138 4.3653
H -1.8615 -2.4134 4.5458
H -2.0894 -3.7625 3.0734
H 0.1472 -4.5966 2.9446
H 2.7321 -3.7549 2.4497
H 3.8133 -1.5704 2.2444
H 3.0021 -0.2270 3.0896
H 2.7930 -0.4391 1.3347
O 4.4109 -0.2200 -4.2016
C 3.3345 -0.2986 -4.9604
O 3.4002 -0.3812 -6.1637
C 2.0183 -0.2971 -4.2596
C 0.7829 -0.2197 -4.8759
Cl 0.3656 -0.1534 -6.5196
N -0.1667 -0.2228 -3.9151
N 0.3835 -0.3279 -2.6970
C 1.6934 -0.3657 -2.8834
C 2.5396 -0.4061 -1.6291
O 3.7522 -0.1720 -1.7208
O 1.8865 -0.6330 -0.5776
C -1.5836 -0.0981 -4.0415
C -2.1248 1.0480 -4.6021
C -3.5020 1.1745 -4.6730
C -4.3206 0.1706 -4.1717
C -3.7647 -0.9616 -3.5954
C -2.3863 -1.1024 -3.5279
H 4.1943 -0.1515 -3.2206
H -1.4703 1.8315 -4.9598
H -3.9367 2.0684 -5.0995
H -5.3963 0.2821 -4.2153
H -4.3966 -1.7375 -3.1834
H -1.9386 -1.9669 -3.0564
Br 1.0609 7.5962 -2.6895
C 1.1590 5.8119 -2.0316
C 2.4000 5.2041 -1.9245
C 2.4593 3.9053 -1.4429
C 1.2974 3.2334 -1.0856
C 0.0601 3.8516 -1.2047
C -0.0046 5.1581 -1.6780
C -1.2470 3.1475 -0.8548
O -2.2855 3.7942 -0.8876
O -1.1402 1.9026 -0.5807
H 3.2971 5.7347 -2.2116
H 3.4160 3.4072 -1.3508
H 1.3890 2.2238 -0.7078
H -0.9738 5.6296 -1.7577
*
```

=====

(4)
# C26H22Cl2F6NO2RbS

A structure of composition C26H22Cl2F6NO2RbS at a distorted geometry (ωB97M-V/def2-TZVPD, OMol25).

Results
E_HOMO   -1.95 eV
Energy relative to the best compared isomer or geometry (same formula, charge and spin)   0.2689 eV
E   -3151.17915 hartree

```
! RIJCOSX wB97M-V def2-TZVPD def2/J DEFGRID3
* xyz -2 1
Rb 2.2187 1.1452 0.4850
C 0.7978 -2.6750 1.8071
C -0.0226 -3.3855 0.7319
C 0.8940 -4.1199 -0.2456
C -1.0168 -2.4487 0.0690
C -2.3729 -2.6603 0.2830
C -3.3309 -1.8141 -0.2463
C -2.9144 -0.7151 -0.9799
C -1.5688 -0.4626 -1.2128
C -1.1781 0.8288 -1.9133
C -1.8436 0.9886 -3.2767
C -1.4996 2.0224 -1.0180
C -0.5943 -1.3548 -0.7114
N 0.7765 -1.1316 -0.8964
C 1.2292 -1.2904 -2.1498
C 0.5786 -1.7769 -3.3091
C 1.2011 -1.8500 -4.5513
C 2.5115 -1.4510 -4.7480
C 3.2090 -0.9651 -3.6319
C 2.5747 -0.9117 -2.4287
F 3.2653 -0.4057 -1.3586
H 1.4257 -3.3947 2.3414
H 0.1635 -2.1705 2.5367
H 1.4472 -1.9281 1.3519
H -0.6343 -4.1447 1.2384
H 1.5765 -3.4243 -0.7296
H 0.3260 -4.6344 -1.0232
H 1.4887 -4.8665 0.2895
H -2.6683 -3.5097 0.8915
H -4.3841 -1.9884 -0.0630
H -3.6496 -0.0143 -1.3601
H -0.0999 0.8043 -2.0710
H -2.9314 1.0379 -3.1836
H -1.5970 0.1577 -3.9374
H -1.5196 1.9130 -3.7601
H -2.5775 2.1000 -0.8532
H -1.1634 2.9605 -1.4655
H -1.0317 1.9408 -0.0368
H -0.4490 -2.1110 -3.2228
H 0.6246 -2.2323 -5.3877
H 2.9876 -1.5025 -5.7176
H 4.2331 -0.6167 -3.6795
F -4.0700 0.7251 4.8186
C -2.8133 1.1581 4.5889
C -2.0847 0.6875 3.5075
F -2.6225 -0.2072 2.6707
C -0.7980 1.1515 3.3052
F -0.1605 0.6522 2.2301
C -0.1532 2.0802 4.1297
S 1.4997 2.6107 3.8361
C -0.9323 2.5221 5.2005
F -0.4492 3.4177 6.0807
C -2.2229 2.0824 5.4342
F -2.9162 2.5499 6.4908
Cl 2.7749 6.3630 1.0022
C 2.8598 4.5843 0.9301
Cl 1.5649 4.0194 -0.2645
C 4.2268 3.9849 0.5144
O 5.1182 4.7311 0.1183
O 4.1997 2.7433 0.6689
H 2.4973 4.2010 1.8810
*
```

=====

(5)
# C26H22N4O4Ta

A structure of composition C26H22N4O4Ta at a distorted geometry (ωB97M-V/def2-TZVPD, OMol25).

Results
E_HOMO   -16.37 eV
E   -1580.09373 hartree

```
! RIJCOSX wB97M-V def2-TZVPD def2/J DEFGRID3
* xyz 3 1
Ta 0.1352 0.7578 0.5890
O 0.6107 0.0101 2.1899
C 1.6385 -0.5709 2.9144
C 1.3578 -1.3114 4.0307
C 2.4413 -1.8821 4.7038
C 3.7528 -1.6990 4.2665
C 4.0083 -0.9363 3.1439
C 2.9395 -0.3634 2.4310
C 3.1885 0.4754 1.3128
N 2.2620 0.9806 0.5158
N 2.8001 1.9437 -0.3509
C 1.8565 2.6323 -0.8834
O 0.5721 2.1712 -0.5598
C 1.9733 3.7872 -1.7273
C 3.2535 4.2589 -2.0511
C 3.3777 5.3801 -2.8435
C 2.2395 6.0306 -3.3110
C 0.9681 5.5631 -2.9964
C 0.8301 4.4396 -2.2064
H 0.3432 -1.4270 4.3857
H 2.2522 -2.4683 5.5937
H 4.5713 -2.1428 4.8160
H 5.0236 -0.7772 2.8019
H 4.2077 0.7909 1.1061
H 4.1309 3.7454 -1.6827
H 4.3587 5.7534 -3.1019
H 2.3459 6.9117 -3.9300
H 0.0944 6.0750 -3.3745
H -0.1565 4.0654 -1.9684
O -6.2478 -1.6317 -0.4596
C -6.0713 -0.2463 -0.3735
C -4.6065 0.0271 -0.2416
C -4.1337 1.3326 -0.0684
C -2.7879 1.5453 0.0668
N -1.8984 0.5166 0.0399
C -2.3453 -0.7490 -0.1824
C -3.6822 -1.0216 -0.3153
C -1.2515 -1.7344 -0.3236
C -1.4436 -3.0648 -0.6006
C -0.3418 -3.9087 -0.7543
C -0.5399 -5.3611 -1.0629
O -1.9010 -5.5637 -1.3198
C 0.9368 -3.3643 -0.6168
C 1.0768 -2.0312 -0.3314
N 0.0033 -1.2149 -0.1823
H -7.1843 -1.8445 -0.5494
H -6.5787 0.1974 0.4924
H -6.4313 0.2842 -1.2658
H -4.8098 2.1776 -0.0452
H -2.3867 2.5455 0.1959
H -4.0465 -2.0241 -0.4879
H -2.4351 -3.4746 -0.7300
H -0.1900 -5.9327 -0.1916
H 0.1038 -5.6325 -1.9074
H -2.0594 -6.4732 -1.5988
H 1.8226 -3.9720 -0.7501
H 2.0526 -1.5750 -0.2502
*
```

=====

(6)
# C26H22O2PRuSSe2Te2

A structure of composition C26H22O2PRuSSe2Te2 (ωB97M-V/def2-TZVPD, OMol25).

Results
E_HOMO (spin up / spin down)   -10.69 / -10.99 eV
Energy relative to the best compared isomer or geometry (same formula, charge and spin)   0.4158 eV
E   -7327.58695 hartree
<S²>   6.037

```
! RIJCOSX wB97M-V def2-TZVPD def2/J DEFGRID3
* xyz 1 5
Ru -0.1289 0.3317 0.3795
O 2.0851 -0.1753 -1.0598
C 1.7637 0.6727 -0.2641
C 2.5310 1.9137 0.0083
C 3.8567 2.0830 -0.3763
C 4.4579 3.3104 -0.1573
C 3.7334 4.3594 0.4052
C 2.4059 4.1880 0.7708
C 1.8110 2.9466 0.5897
P 0.0829 2.5124 0.9469
C -0.8460 3.8426 0.1288
C -1.0545 3.7693 -1.2477
C -1.6694 4.8125 -1.9206
C -2.0814 5.9402 -1.2233
C -1.8663 6.0266 0.1438
C -1.2462 4.9849 0.8199
C -0.1439 2.8350 2.7231
C -1.4391 2.7731 3.2406
C -1.6587 2.9152 4.6004
C -0.5843 3.1172 5.4593
C 0.7028 3.1892 4.9513
C 0.9253 3.0504 3.5863
H 4.3927 1.2640 -0.8383
H 5.4908 3.4650 -0.4402
H 4.2088 5.3210 0.5480
H 1.8420 5.0145 1.1865
H -0.7167 2.9018 -1.8014
H -1.8275 4.7449 -2.9889
H -2.5659 6.7533 -1.7477
H -2.1812 6.9064 0.6894
H -1.0872 5.0645 1.8873
H -2.2826 2.6330 2.5749
H -2.6675 2.8750 4.9903
H -0.7540 3.2240 6.5227
H 1.5407 3.3541 5.6160
H 1.9371 3.0963 3.2048
Se -2.2497 0.5437 -0.8766
Te -2.7221 -0.2373 1.3629
Te 0.5916 -0.6385 2.7496
Se 2.9214 -0.1866 2.5944
C -0.5580 -4.0892 -1.2101
S 0.3775 -2.5673 -1.2001
O -0.2819 -1.8066 -0.0494
C 1.9241 -3.2127 -0.6008
C 2.0203 -3.7574 0.6709
C 3.2442 -4.2419 1.1032
C 4.3491 -4.1831 0.2619
C 4.2400 -3.6333 -1.0079
C 3.0217 -3.1329 -1.4439
H -0.6296 -4.4579 -0.1886
H -0.0407 -4.8049 -1.8472
H -1.5457 -3.8666 -1.6085
H 1.1515 -3.7915 1.3171
H 3.3393 -4.6678 2.0931
H 5.3020 -4.5668 0.6020
H 5.1048 -3.5843 -1.6558
H 2.9275 -2.6742 -2.4202
*
```

=====

- Number 3 is which compound?
  C26H22BBrCaClN6O6S2